(1)
Molecular formula: C6H9N
Method: DFT, ωB97M-V with the def2-TZVPD basis set

Bonds (Å) are listed after each position.
CARTESIAN COORDINATES (ANGSTROEM)
1 H -1.8691 1.4331 0.0400  C8 1.095
2 H 0.5170 -0.7270 -1.8904  C7 1.096
3 N 1.4772 2.6702 -0.1394  C6 1.163
4 H -1.9034 -0.2255 -0.6066  C8 1.093
5 H 1.0023 -0.2362 1.8092  C11 1.093
6 C 0.8574 1.6866 -0.1100  N3 1.163, C10 1.471
7 C 0.7613 -0.7178 -0.8224  H2 1.096, C9 1.520, C10 1.548, H15 1.096
8 C -1.3441 0.7131 -0.5957  H1 1.095, H4 1.093, C10 1.533, H12 1.094
9 C 0.1129 -1.9235 -0.1611  C7 1.520, H14 1.107
10 C 0.0703 0.4443 -0.0680  C6 1.471, C7 1.548, C8 1.533, C11 1.539
11 C 0.0164 -0.1695 1.3427  H5 1.093, C10 1.539, H13 1.091, H16 1.141
12 H -1.3129 1.1143 -1.6125  C8 1.094
13 H -0.6908 0.2941 2.0318  C11 1.091
14 H 0.8905 -2.5219 0.3517  C9 1.107
15 H 1.8492 -0.6358 -0.7141  C7 1.096
16 H -0.4342 -1.1984 1.1447  C11 1.141

Output
Orbital gap ... 8.6 eV
Relative energy (zero: lowest compared OMol25 entry of this formula, charge and spin) ... 451.2 kJ/mol
LUMO ... -0.38 eV
E ... -7853.48342 eV
Molar mass ... 95.14 g/mol

(2)
Molecular formula: C6H9N
Method: DFT, ωB97M-V with the def2-TZVPD basis set

Bonds (Å) are listed after each position.
CARTESIAN COORDINATES (ANGSTROEM)
1 H 2.1974 -0.8616 -0.5957  C14 1.087
2 C -0.7326 0.6422 2.4286  H5 1.077, H8 1.081, N12 1.351
3 H 0.3365 -1.9559 -1.9331  C9 1.087
4 H -0.1879 1.9390 -0.0146  C6 1.092
5 H -1.4808 1.1280 3.0320  C2 1.077
6 C -0.7499 1.0148 -0.1658  H4 1.092, H11 1.094, N12 1.507, C13 1.550
7 H 0.0412 -0.3750 -2.8088  C9 1.084
8 H 0.1704 0.2324 2.8590  C2 1.081
9 C 0.3706 -0.8699 -1.9021  H3 1.087, H7 1.084, C13 1.483, C14 1.510
10 H -0.3525 -1.7745 1.2013  C16 1.082
11 H -1.6678 1.1888 -0.7347  C6 1.094
12 N -0.9244 0.2839 1.1404  C2 1.351, C6 1.507, C16 1.326
13 C 0.0526 -0.2385 -0.5982  C6 1.550, C9 1.483, C14 1.508, C16 1.471
14 C 1.4750 -0.2240 -1.0997  H1 1.087, C9 1.510, C13 1.508, H15 1.087
15 H 1.8848 0.7167 -1.4591  C14 1.087
16 C -0.4327 -0.8464 0.6503  H10 1.082, N12 1.326, C13 1.471

Output
Orbital gap (spin up / spin down) ... 7.5 / 7.2 eV
Relative energy (zero: lowest compared OMol25 entry of this formula, charge and spin) ... 483.7 kJ/mol
LUMO (spin up / spin down) ... 0.81 / 0.73 eV
E ... -7853.14648 eV
Molar mass ... 95.14 g/mol

Q: Which value of E does entry 1 give?
A: -7853.48342 eV

Q: The lowest E belongs to which entry?
A: number 1

Q: What is the relative energy (zero: lowest compared OMol25 entry of this formula, charge and spin) in the first record?
A: 451.2 kJ/mol